Entry 1:
DFT (ωB97M-V/def2-TZVPD) results for an isolated molecule of C6H13O2 at a distorted geometry.

The expectation value of S² is 3.7631. The calculated total energy comes out at -10516.674 eV. As for the lowest unoccupied orbital energy (spin up / spin down): 0.9 / -2.5 eV. As for the HOMO energy (spin up / spin down): -2.940 / -10.840 eV. For the energy above the lowest of the compared OMol25 structures with the same formula, charge and spin, the calculation gives 136.9 kcal per mole. The value obtained for the HOMO-LUMO gap (spin up / spin down) is 3.87 / 8.39 eV.

The geometry in ORCA input format:
```
! RIJCOSX wB97M-V def2-TZVPD def2/J DEFGRID3
* xyz 0 4
O -0.21963 0.20611 2.19564
O -0.55622 0.41226 0.96241
C -3.54958 -2.00821 2.86005
C -2.76080 -0.68156 2.81319
C -3.17020 0.04301 1.57087
C -1.14317 -0.75672 2.94504
C -0.58260 -2.06446 2.44397
C -0.76261 -0.21661 4.29278
H -3.42433 -2.65788 3.72934
H -4.62851 -1.82244 2.75976
H -3.35167 -2.65035 2.00879
H -3.12890 -0.15541 3.69741
H -2.67910 1.01378 1.54407
H -2.88229 -0.53938 0.69389
H -4.26073 0.13469 1.54887
H 0.40352 -2.15915 2.89046
H -1.14860 -2.95410 2.70448
H -0.54540 -1.95756 1.34288
H 0.30551 -0.37569 4.37243
H -0.98839 0.86290 4.29198
H -1.22747 -0.65820 5.15446
*
```

***

Entry 2:
DFT (ωB97M-V/def2-TZVPD) results for a 2-piece molecular cluster, C6H13O2S overall at a distorted geometry.

The calculated total energy comes out at -21363.221 eV. As for the lowest unoccupied orbital energy: 3.1 eV. As for the HOMO energy: -4.239 eV. For the energy above the lowest of the compared OMol25 structures with the same formula, charge and spin, the calculation gives 32.5 kcal per mole. The value obtained for the HOMO-LUMO gap is 7.33 eV.

The geometry in ORCA input format:
```
! RIJCOSX wB97M-V def2-TZVPD def2/J DEFGRID3
* xyz -1 1
C 0.31337 0.51455 2.26700
C -0.19012 -0.68160 3.05110
C -0.82252 1.38840 1.64273
O -1.35743 0.80796 0.68650
O -0.89838 2.60150 2.00311
H 0.96094 1.12889 2.93953
H 0.84456 0.05776 1.27657
H -0.98591 -1.26961 2.63880
H -0.35259 -0.21399 4.01829
H 0.70872 -1.41916 3.22320
C -0.37362 0.22621 -1.77569
C -0.34229 1.68061 -2.34434
C 0.94415 -2.27343 -1.83096
S 0.60189 -0.83555 -3.02813
H 0.10923 0.29002 -0.79875
H -1.36151 -0.07906 -1.77552
H -1.17603 2.10751 -1.88515
H -0.39982 1.62014 -3.44694
H 0.83769 -2.18753 -0.73377
H 0.33342 -3.12873 -1.97382
H 1.99682 -2.61512 -2.11153
H 0.60944 2.28023 -2.04223
*
```

***

Entry 3:
DFT (ωB97M-V/def2-TZVPD) results for a 2-piece molecular cluster, C6H13O3 overall at a distorted geometry.

The expectation value of S² is 0.7543. The calculated total energy comes out at -12571.954 eV. As for the lowest unoccupied orbital energy (spin up / spin down): 0.6 / -2.6 eV. As for the HOMO energy (spin up / spin down): -10.344 / -10.343 eV. For the energy above the lowest of the compared OMol25 structures with the same formula, charge and spin, the calculation gives 41.5 kcal per mole. The value obtained for the HOMO-LUMO gap (spin up / spin down) is 10.95 / 7.74 eV.

The geometry in ORCA input format:
```
! RIJCOSX wB97M-V def2-TZVPD def2/J DEFGRID3
* xyz 0 2
H -2.30722 -1.22559 4.81494
C -3.30738 -1.83573 4.78938
C -4.19638 -1.53691 3.62525
C -2.91258 -3.28774 4.91094
C -2.11658 -3.68816 6.10937
O -1.80900 -5.09842 6.04579
C -1.16545 -5.45831 7.21021
O -0.94984 -4.68703 8.10342
C -0.80799 -6.92802 7.10587
H -3.87938 -1.60714 5.67799
H -4.53551 -0.51980 3.58777
H -3.64971 -1.72235 2.73379
H -5.12802 -2.07645 3.54937
H -3.78826 -3.92472 4.90360
H -2.32688 -3.46779 4.02252
H -1.17972 -3.13513 6.09966
H -2.65156 -3.58209 7.05274
H -1.25507 -7.33779 6.19490
H 0.27298 -7.07252 7.06732
H -1.16740 -7.46151 7.98231
O -0.81634 -1.03229 4.94558
H 0.09965 -0.49808 4.90356
*
```

***

Entry 4:
DFT (ωB97M-V/def2-TZVPD) results for C6H13O3Ru as an isolated structure at a distorted geometry.

The expectation value of S² is 12.0136. The calculated total energy comes out at -15110.861 eV. As for the lowest unoccupied orbital energy (spin up / spin down): -12.9 / -16.4 eV. As for the HOMO energy (spin up / spin down): -20.602 / -22.721 eV. For the energy above the lowest of the compared OMol25 structures with the same formula, charge and spin, the calculation gives 0.0 kcal per mole. The value obtained for the HOMO-LUMO gap (spin up / spin down) is 7.67 / 6.31 eV.

The geometry in ORCA input format:
```
! RIJCOSX wB97M-V def2-TZVPD def2/J DEFGRID3
* xyz 3 7
C 3.71051 0.08665 -0.37708
O 3.00007 -1.04374 -0.45147
C 1.94270 -1.25214 0.49239
C 0.61039 -0.94102 -0.14652
O 0.54732 0.41876 -0.60957
Ru 2.03104 1.31277 -1.43355
H 3.76756 0.58725 0.59930
H 4.57387 0.09212 -1.04893
H 2.11103 -0.64526 1.39214
H 1.96633 -2.31305 0.76518
H -0.15473 -1.10950 0.61942
H 0.43677 -1.57738 -1.02322
C -0.59045 1.22064 -0.29257
C -2.01293 1.40177 0.04853
O -2.10331 -0.11950 -0.30125
C -3.29193 -0.69407 0.17663
H -0.45979 2.21954 -0.75062
H -0.57629 1.13052 0.95619
H -2.27375 2.29108 -0.55812
H -3.33317 -1.72477 -0.19184
H -3.30073 -0.69981 1.27882
H -4.17355 -0.15244 -0.20457
H -2.42696 1.51157 1.06072
*
```

***

Entry 5:
DFT (ωB97M-V/def2-TZVPD) results for an isolated molecule of C6H13P at a distorted geometry.

The calculated total energy comes out at -15719.330 eV. As for the lowest unoccupied orbital energy: 0.4 eV. As for the HOMO energy: -9.310 eV. For the energy above the lowest of the compared OMol25 structures with the same formula, charge and spin, the calculation gives 38.3 kcal per mole. The value obtained for the HOMO-LUMO gap is 9.74 eV.

The geometry in ORCA input format:
```
! RIJCOSX wB97M-V def2-TZVPD def2/J DEFGRID3
* xyz 0 1
C -3.13988 0.10910 0.55080
P -1.99216 -0.59238 -0.42096
C -0.39181 -0.17238 0.40952
C -0.32305 1.47624 0.71795
C 0.80181 -0.77910 -0.36394
C 2.05982 -0.80962 0.42233
C 0.94343 -0.16388 -1.72943
H -4.18444 -0.02404 0.28616
H -2.88175 0.58080 1.41931
H -0.49602 -0.68280 1.40792
H 0.53021 1.90520 0.12724
H -0.14740 1.70951 1.75169
H -1.38823 1.85441 0.53066
H 0.72650 -1.92148 -0.54018
H 2.44629 0.17405 0.51510
H 2.88598 -1.50869 -0.01369
H 1.87579 -1.19506 1.38960
H 1.32959 0.92390 -1.84433
H 0.00240 0.01312 -2.18998
H 1.34290 -0.89689 -2.42576
*
```

***

Entry 6:
DFT (ωB97M-V/def2-TZVPD) results for a 2-piece molecular cluster, C6H13P overall at a distorted geometry.

The calculated total energy comes out at -15718.294 eV. As for the lowest unoccupied orbital energy: 0.1 eV. As for the HOMO energy: -10.147 eV. For the energy above the lowest of the compared OMol25 structures with the same formula, charge and spin, the calculation gives 62.2 kcal per mole. The value obtained for the HOMO-LUMO gap is 10.26 eV.

The geometry in ORCA input format:
```
! RIJCOSX wB97M-V def2-TZVPD def2/J DEFGRID3
* xyz 0 1
C -2.17373 1.33593 0.49550
C -0.85643 1.18056 -0.35693
C -0.09066 -0.04598 0.21034
C 0.86164 -0.56252 -0.90341
C 1.42972 -1.94569 -0.57247
H -3.04453 0.91262 -0.01976
H -2.47023 2.30828 0.56990
H -2.08923 1.04301 1.50065
H -0.20563 2.02692 -0.21279
H -1.16729 1.17322 -1.40712
H -0.80898 -0.78982 0.48142
H 0.39108 0.25369 1.13552
H 1.77655 0.09830 -1.09840
H 0.20090 -0.64300 -1.64429
H 1.91380 -2.46825 -1.37871
H 0.63382 -2.47392 -0.21257
H 2.21028 -2.03213 0.21849
C 3.81796 1.32558 -0.58736
P 4.34030 0.25376 0.38547
H 2.98160 1.75160 -1.05300
*
```

***

Entry 7:
DFT (ωB97M-V/def2-TZVPD) results for a 2-piece molecular cluster, C6H13P overall at a distorted geometry.

The calculated total energy comes out at -15715.966 eV. As for the lowest unoccupied orbital energy: 0.8 eV. As for the HOMO energy: -7.323 eV. For the energy above the lowest of the compared OMol25 structures with the same formula, charge and spin, the calculation gives 115.9 kcal per mole. The value obtained for the HOMO-LUMO gap is 8.17 eV.

The geometry in ORCA input format:
```
! RIJCOSX wB97M-V def2-TZVPD def2/J DEFGRID3
* xyz 0 1
C 1.81637 -1.70507 0.61940
P 1.19364 -0.17752 0.29465
C 0.51246 -0.13022 -1.41323
C 2.00696 1.47586 0.46794
H 1.92829 -1.73406 1.60818
H 2.56879 -1.88608 -0.11190
H -0.05136 -0.11452 1.15937
H -0.21548 -0.97298 -1.51311
H 0.09015 0.94972 -1.54530
H 1.21715 -0.51744 -1.99872
H 2.38009 1.66442 1.50695
H 2.83414 1.56004 -0.37796
H 1.46406 2.32860 0.39980
C -2.14931 1.39718 0.43221
C -2.81035 0.41066 0.19450
C -3.32836 -0.96998 0.14224
H -1.90382 2.39148 0.67413
H -3.81436 -0.96411 -0.84849
H -2.63242 -1.81620 0.25789
H -3.84916 -0.94112 1.05420
*
```

***

Entry 8:
DFT (ωB97M-V/def2-TZVPD) results for an isolated ion of composition C6H14 and charge -1 at a distorted geometry.

The expectation value of S² is 0.7502. The calculated total energy comes out at -6447.418 eV. As for the lowest unoccupied orbital energy (spin up / spin down): 4.1 / 4.3 eV. As for the HOMO energy (spin up / spin down): 1.591 / -7.236 eV. For the energy above the lowest of the compared OMol25 structures with the same formula, charge and spin, the calculation gives 0.0 kcal per mole. The value obtained for the HOMO-LUMO gap (spin up / spin down) is 2.54 / 11.54 eV.

The geometry in ORCA input format:
```
! RIJCOSX wB97M-V def2-TZVPD def2/J DEFGRID3
* xyz -1 2
C -0.76037 -0.09017 -2.34420
C -0.18056 0.99295 -1.46384
C 0.66287 0.36530 -0.31767
C -0.10406 -0.35532 0.76953
C 0.86480 -1.36132 1.45099
C -0.57592 0.59820 1.85046
H 0.06286 -0.60906 -2.83561
H -1.34486 -0.83807 -1.81157
H -1.33766 0.21491 -3.22082
H -0.94902 1.66981 -1.08876
H 0.52740 1.66316 -1.96599
H 1.21495 1.17960 0.17517
H 1.42996 -0.16637 -0.89194
H -0.92436 -0.96165 0.38589
H 1.41386 -1.91531 0.67881
H 0.39155 -2.10463 2.10912
H 1.57566 -0.84275 2.09206
H -1.08045 1.49267 1.48559
H -1.19483 0.07992 2.57932
H 0.30817 0.98813 2.36343
*
```

***

Entry 9:
DFT (ωB97M-V/def2-TZVPD) results for an isolated molecule of C6H14 at a distorted geometry.

The calculated total energy comes out at -6446.241 eV. As for the lowest unoccupied orbital energy: 1.1 eV. As for the HOMO energy: -8.418 eV. For the energy above the lowest of the compared OMol25 structures with the same formula, charge and spin, the calculation gives 73.0 kcal per mole. The value obtained for the HOMO-LUMO gap is 9.47 eV.

The geometry in ORCA input format:
```
! RIJCOSX wB97M-V def2-TZVPD def2/J DEFGRID3
* xyz 0 1
C -0.80200 1.58910 1.10878
C 0.11167 0.99743 0.00885
C 0.15356 -0.65878 -0.35337
C -1.30294 -0.22606 -0.95145
C 1.44597 -0.83410 -1.20640
C 0.39691 -1.34922 1.01878
H -0.90519 0.89113 1.94350
H -1.81961 1.89661 0.81207
H -0.31241 2.49117 1.49763
H 0.06686 1.66718 -0.87644
H 1.10637 0.97220 0.36616
H -1.74715 0.82120 -0.92820
H -1.24981 -0.42300 -2.00616
H -2.02146 -0.78576 -0.38133
H 1.31013 -0.42879 -2.20997
H 1.85683 -1.85463 -1.32701
H 2.26678 -0.25864 -0.72719
H -0.51368 -1.39937 1.61698
H 1.13364 -0.73924 1.58351
H 0.82555 -2.36846 1.01128
*
```

***

Entry 10:
DFT (ωB97M-V/def2-TZVPD) results for a 2-piece molecular cluster, C6H14 overall.

The calculated total energy comes out at -6447.769 eV. As for the lowest unoccupied orbital energy: 1.2 eV. As for the HOMO energy: -9.270 eV. For the energy above the lowest of the compared OMol25 structures with the same formula, charge and spin, the calculation gives 37.8 kcal per mole. The value obtained for the HOMO-LUMO gap is 10.48 eV.

The geometry in ORCA input format:
```
! RIJCOSX wB97M-V def2-TZVPD def2/J DEFGRID3
* xyz 0 1
C -1.57867 -0.19964 -1.27190
C -1.15418 0.26718 -0.09732
C -2.12220 0.56169 1.02238
C 0.29824 0.56861 0.21338
C 1.35486 -0.19216 -0.58954
C 2.76918 0.27839 -0.25235
H -2.63457 -0.39411 -1.44834
H -0.90110 -0.41084 -2.09457
H -3.09122 0.07945 0.85946
H -1.73035 0.21525 1.98709
H -2.28866 1.64230 1.11329
H 0.45461 1.65033 0.08315
H 0.47454 0.37858 1.28260
H 1.18124 -0.06434 -1.66462
H 1.26102 -1.26723 -0.38684
H 2.90007 1.33672 -0.50875
H 3.52358 -0.29294 -0.80406
H 2.98419 0.16822 0.81808
H -0.69836 -2.35108 1.16790
H -0.95736 -2.04612 0.53838
*
```

***

Entry 11:
DFT (ωB97M-V/def2-TZVPD) results for an isolated molecule of C6H14 at a distorted geometry.

The calculated total energy comes out at -6448.634 eV. As for the lowest unoccupied orbital energy: 1.2 eV. As for the HOMO energy: -10.306 eV. For the energy above the lowest of the compared OMol25 structures with the same formula, charge and spin, the calculation gives 17.9 kcal per mole. The value obtained for the HOMO-LUMO gap is 11.51 eV.

The geometry in ORCA input format:
```
! RIJCOSX wB97M-V def2-TZVPD def2/J DEFGRID3
* xyz 0 1
C 2.77831 0.28111 -0.02781
C 1.44181 -0.36393 -0.27238
C 0.30059 0.43600 0.30049
C -1.03149 -0.30414 0.32330
C -2.07537 0.51433 1.07962
C -1.53071 -0.65719 -1.07995
H 2.88163 1.35141 -0.20781
H 3.15366 -0.21486 -0.93502
H 3.44895 -0.00114 0.78651
H 1.27955 -0.46853 -1.43443
H 1.48004 -1.40526 0.07951
H 0.21603 1.36006 -0.29375
H 0.56064 0.75512 1.32002
H -0.87081 -1.24516 0.87294
H -3.03034 -0.01821 1.14252
H -1.74465 0.73649 2.10169
H -2.25725 1.47123 0.57304
H -2.49019 -1.18485 -1.02545
H -1.68289 0.25249 -1.67574
H -0.82748 -1.29497 -1.62730
*
```

***

Entry 12:
DFT (ωB97M-V/def2-TZVPD) results for a 2-piece molecular cluster, C6H14 overall.

The calculated total energy comes out at -6444.446 eV. As for the lowest unoccupied orbital energy: 1.0 eV. As for the HOMO energy: -7.130 eV. For the energy above the lowest of the compared OMol25 structures with the same formula, charge and spin, the calculation gives 114.5 kcal per mole. The value obtained for the HOMO-LUMO gap is 8.13 eV.

The geometry in ORCA input format:
```
! RIJCOSX wB97M-V def2-TZVPD def2/J DEFGRID3
* xyz 0 1
C -1.75054 1.02935 -0.23543
C -0.78330 0.03027 0.06535
C -0.99119 -1.33081 -0.55197
C 0.65025 0.49697 0.30620
C 1.52006 -0.42628 1.15372
C 1.27620 0.72116 -1.07784
H -1.53499 2.07035 -0.01987
H -2.66129 0.76904 -0.76246
H -1.64740 0.29972 1.02218
H -1.08524 -0.50377 1.64497
H -0.72352 -1.25404 -1.61274
H -2.04199 -1.62326 -0.49317
H -0.38165 -2.09889 -0.07155
H 0.58132 1.46950 0.81068
H 1.66345 -1.40102 0.67263
H 1.07923 -0.59250 2.14113
H 2.51113 0.02315 1.28322
H 0.63787 1.35529 -1.70107
H 2.25557 1.19904 -0.97740
H 1.42604 -0.23326 -1.59660
*
```

***

Q: Which value of calculated total energy does entry 2 give?
A: -21363.221 eV

***

Q: What is the calculated total energy in the eleventh record?
A: -6448.634 eV

***

Q: What is the energy above the lowest of the compared OMol25 structures with the same formula, charge and spin in the third record?
A: 41.5 kcal per mole